Entry 1:
Density functional theory data (wB97M-V/def2-TZVPD) for a cluster of 9 separate species, C2H22O9 in total.

```
33
Properties=species:S:1:pos:R:3:forces:R:3
O -2.307 -1.188 1.591 0.67 0.62 -0.56
O 1.920 -1.433 2.729 0.00 -0.40 0.02
O -0.076 0.479 0.671 1.36 0.02 -0.36
O 0.043 -1.488 -3.092 0.78 -0.44 -1.45
O -1.042 4.319 2.632 0.21 0.62 0.41
O -1.224 3.549 -0.943 -0.13 0.34 0.16
O 1.127 1.297 -2.535 0.01 0.50 -0.20
O 1.994 -1.754 -0.988 -0.36 -0.02 -0.29
O -2.205 1.914 1.698 0.35 0.68 -0.35
C -1.123 -1.343 -2.369 -0.66 0.08 1.13
C 3.003 -2.688 -0.641 -0.13 0.35 -0.29
H -1.248 -0.312 -2.038 -0.25 0.16 -0.05
H -0.908 3.748 -1.825 0.16 -0.05 -0.22
H 1.453 1.164 -1.644 -0.10 -0.13 0.46
H -0.529 -0.364 0.701 -0.58 -0.31 0.14
H -1.992 -1.684 -2.932 0.09 0.18 -0.31
H 1.605 0.657 -3.062 -0.09 -0.27 -0.14
H 1.777 -0.616 2.253 -0.37 0.45 -0.29
H -1.915 -1.761 2.251 0.26 -0.49 0.58
H -0.143 4.182 2.931 0.19 0.02 0.04
H 2.602 -3.690 -0.790 0.32 -0.25 0.25
H -3.145 1.744 1.648 -0.43 -0.19 -0.08
H -1.264 3.515 2.163 -0.45 -0.41 -0.39
H 2.832 -1.387 3.018 0.27 0.00 0.14
H 1.282 -2.042 -0.412 -0.66 0.58 0.13
H -3.243 -1.381 1.631 -0.81 -0.16 -0.02
H 3.227 -2.464 0.402 0.63 -0.58 0.01
H -1.321 2.596 -0.932 0.01 -0.35 0.02
H -1.118 -1.959 -1.470 -0.03 -0.11 0.26
H -0.775 1.129 0.737 -0.54 0.17 0.20
H 3.832 -2.528 -1.329 0.16 -0.04 0.31
H 0.792 -1.610 -2.504 0.11 0.04 0.31
H -1.907 1.399 2.448 0.02 -0.60 0.41
```
Forces are in eV/Å.

* net charge: -1
* ΔE to the lowest compared entry with this formula, charge and spin: 70.0 kJ/mol
* electronic energy: -20857.4279 eV
* expectation value of S²: 0.75
* max |F|: 0.0332 Eh/bohr
* Kohn-Sham gap (spin up / spin down): 2.62 / 9.84 eV
* spin multiplicity: 2

Entry 2:
Density functional theory data (wB97M-V/def2-TZVPD) for a cluster of 2 separate species, C3H11NO3 in total.

```
18
Properties=species:S:1:pos:R:3:forces:R:3
O -1.239 1.913 0.779 0.11 1.25 0.96
O 0.051 -1.172 -1.762 0.45 -1.64 -0.10
O 2.745 1.397 -1.026 -1.09 -1.00 -1.53
N -1.118 -1.276 0.277 1.55 0.42 -0.14
C 0.115 -1.863 -0.425 -4.02 1.61 -1.91
C -0.195 1.087 1.232 0.44 0.22 -0.32
C -0.824 -0.292 1.334 -1.46 -2.75 3.98
H -0.206 -1.770 -2.501 0.31 0.38 1.02
H -1.343 1.863 -0.139 -0.18 -0.17 -2.15
H -0.335 -1.019 2.135 -0.56 2.01 -1.08
H 0.085 1.657 2.156 -0.04 -1.58 -0.18
H 2.465 0.942 -0.240 0.20 -0.05 0.95
H 1.012 -1.394 -0.031 0.08 -0.93 0.64
H -0.028 -3.016 -0.486 0.84 2.16 0.02
H 2.187 0.882 -1.674 0.94 0.99 0.49
H -1.905 -0.950 -0.310 1.29 -0.58 -0.12
H 0.727 1.064 0.613 -0.63 0.36 -0.11
H -1.874 -0.028 1.763 1.75 -0.68 -0.42
```
Forces are in eV/Å.

* ΔE to the lowest compared entry with this formula, charge and spin: 333.3 kJ/mol
* electronic energy: -10919.5513 eV
* max |F|: 0.0983 Eh/bohr
* Kohn-Sham gap: 9.46 eV
* SMILES: OCCNCO.O

Entry 3:
Density functional theory data (wB97M-V/def2-TZVPD) for a structure of composition C30H27FeN7O2S3.

```
70
Properties=species:S:1:pos:R:3:forces:R:3
Fe 0.420 0.242 0.102 -0.69 1.65 -1.10
S 1.633 2.209 0.888 0.99 0.23 0.58
S -1.428 -3.810 0.313 -0.01 0.21 -1.07
S -2.844 -1.475 -0.813 -0.50 -0.19 -0.28
O 2.056 -0.531 0.026 1.94 -0.72 0.08
O 2.299 -4.614 -0.963 0.20 -0.23 0.03
N -0.172 -1.603 -0.644 -2.16 -1.08 -0.37
N 0.048 -0.316 1.915 0.74 -0.81 1.26
N 0.470 0.828 -1.759 -0.05 0.16 1.24
N 1.566 4.765 1.310 0.10 -0.04 -0.02
N 0.929 -2.382 -0.638 1.19 -1.54 0.40
N -1.260 0.956 0.158 -0.31 -0.20 0.95
N -0.189 3.947 0.041 0.48 0.23 0.35
C -0.761 1.237 -2.108 -1.52 0.55 0.03
C 4.484 -1.800 -0.099 -0.05 -0.07 -0.02
C -2.890 0.426 3.979 -0.62 0.38 -0.10
C -1.146 0.140 2.324 -0.66 0.01 0.74
C 0.816 -1.010 2.756 -0.17 0.40 -0.95
C 0.413 -1.308 4.044 -0.68 0.06 0.72
C -3.187 -4.077 -0.146 0.27 -0.11 0.47
C -3.320 2.100 -2.735 -0.08 0.07 -0.27
C -3.591 1.190 3.062 0.28 -0.52 1.07
C 1.194 6.156 1.206 -0.20 0.01 -0.12
C -0.107 1.256 -4.437 -0.29 0.14 -0.30
C -3.016 1.797 -1.422 0.21 -0.02 0.52
C -3.582 -3.102 -1.232 0.43 0.42 0.13
C -1.892 0.882 1.360 -0.77 0.48 0.23
C -1.308 -2.218 -0.481 1.21 0.14 0.68
C 4.623 -4.507 -0.632 0.00 -0.07 -0.04
C 5.706 -2.435 -0.081 0.13 0.17 0.05
C 5.771 -3.796 -0.347 -0.16 -0.06 -0.03
C 3.311 -2.497 -0.395 0.19 -0.04 0.10
C 2.045 -1.761 -0.344 -0.54 -0.18 -0.10
C -1.096 1.506 -3.462 -0.19 0.04 0.07
C 0.943 3.729 0.725 -0.49 0.19 -0.14
C -1.637 -0.106 3.632 0.20 -0.01 -0.27
C 3.380 -3.875 -0.670 -0.10 0.15 -0.02
C -2.390 1.967 -3.752 0.02 -0.07 0.22
C -1.724 1.364 -1.060 -0.62 0.80 -2.35
C 1.142 0.803 -4.040 0.51 -0.23 0.76
C 1.398 0.619 -2.695 1.07 -0.31 -1.25
C -3.115 1.432 1.786 0.77 -0.07 -0.93
C -0.819 -0.865 4.495 0.51 -0.10 -0.61
H -3.174 -3.401 -2.198 -0.11 -0.04 0.00
H -4.320 2.432 -2.972 -0.12 0.02 -0.01
H -3.690 2.070 1.140 0.02 -0.01 -0.08
H -3.803 1.838 -0.693 -0.12 0.04 0.08
H -0.339 1.393 -5.482 -0.06 0.06 -0.11
H 1.772 -1.330 2.367 0.08 -0.02 -0.04
H 1.912 0.589 -4.766 0.10 0.02 0.02
H -3.779 -3.929 0.756 -0.09 -0.02 -0.06
H -3.288 0.253 4.968 -0.02 -0.02 0.10
H -4.661 -2.982 -1.302 0.00 0.03 -0.01
H -2.655 2.185 -4.775 -0.03 0.03 -0.13
H 1.062 -1.890 4.679 0.04 -0.04 0.05
H 2.420 4.522 1.786 -0.08 -0.02 -0.05
H 4.665 -5.567 -0.831 -0.04 -0.10 -0.05
H -0.666 3.164 -0.381 -0.07 -0.01 -0.14
H -4.536 1.626 3.353 -0.07 0.00 0.03
H 0.218 6.342 1.661 0.01 0.03 0.02
H 6.724 -4.304 -0.328 0.07 -0.08 0.00
H -1.160 -1.105 5.490 -0.05 0.03 0.14
H 2.362 0.290 -2.332 0.08 -0.01 -0.06
H -3.277 -5.108 -0.483 -0.06 -0.01 0.02
H -0.572 4.871 -0.061 -0.05 -0.04 -0.03
H 4.406 -0.745 0.123 -0.01 0.06 -0.01
H 1.165 6.482 0.163 0.03 0.04 0.02
H 1.505 -4.034 -0.930 -0.06 0.18 0.00
H 6.602 -1.878 0.145 0.07 0.04 0.01
H 1.936 6.751 1.734 -0.05 0.00 -0.03
```
Forces are in eV/Å.

* electronic energy: -112967.8467 eV
* expectation value of S²: 6.07
* max |F|: 0.0498 Eh/bohr
* Kohn-Sham gap (spin up / spin down): 3.85 / 6.08 eV
* spin multiplicity: 5

Entry 4:
Density functional theory data (wB97M-V/def2-TZVPD) for a structure of composition C16H48BHgN4O4.

```
74
Properties=species:S:1:pos:R:3:forces:R:3
Hg -0.073 -0.869 -0.499 -1.11 0.32 -0.85
O -2.395 0.263 -0.246 -1.06 -0.37 -1.71
O -0.455 3.743 5.018 1.35 0.52 -0.18
O 0.635 -2.397 -2.505 -1.17 -1.12 0.31
O 2.171 -0.936 -0.781 2.39 1.30 -0.37
N -0.817 -0.137 -2.723 -0.11 0.83 -0.10
N -0.102 1.367 2.170 -0.34 1.26 -0.37
N 0.539 1.465 -0.531 -0.23 0.06 -0.85
N -1.304 -2.844 -0.778 -1.13 1.12 1.84
C -0.409 3.308 3.689 -1.75 -1.56 -0.66
C 1.866 1.504 -1.085 2.12 1.29 0.97
C 1.606 1.783 3.870 -0.44 -0.82 0.04
C 0.087 1.861 3.507 1.78 0.55 1.26
C 0.047 -3.707 -2.541 0.52 0.12 0.15
C 2.885 -1.985 -0.088 0.28 0.83 -0.34
C -1.818 0.919 -2.498 -1.44 -0.22 0.09
C -0.539 -3.967 -1.154 0.26 -1.41 -1.58
C -2.278 1.423 -3.856 -0.67 -0.67 -0.50
C -3.468 0.017 0.636 -0.09 0.52 1.19
C 1.640 -2.137 -3.444 0.54 -0.35 0.29
C 2.425 2.941 -0.717 0.85 -0.08 -0.70
C -1.514 -5.133 -1.116 0.21 -1.22 0.14
C 2.799 0.381 -0.570 -1.21 0.07 0.06
C 0.404 4.846 5.330 -0.79 -0.77 -0.15
C -2.924 0.299 -1.587 1.37 0.43 -0.81
B 0.209 -1.452 1.776 0.22 -1.10 -0.02
H 1.837 1.492 -2.175 -0.15 -0.35 -0.08
H -3.104 -0.529 1.506 0.11 0.10 0.03
H 0.214 4.910 6.401 0.88 0.55 -0.04
H 1.884 0.730 3.821 -0.02 -0.25 0.52
H -1.024 -6.100 -1.235 -0.17 -0.04 -0.72
H 2.562 -2.194 -2.865 0.45 0.02 -0.64
H 1.818 2.184 4.862 -0.16 -0.20 0.06
H -2.358 -4.944 -1.779 0.39 -0.31 -0.85
H 0.561 1.775 0.430 0.09 -0.53 1.26
H 0.104 3.855 2.897 0.36 0.89 0.51
H 2.380 -2.911 -0.363 -0.09 0.08 0.69
H 0.313 -4.071 -0.482 -0.15 -0.08 0.26
H 3.922 -2.070 -0.412 0.06 0.22 -0.47
H 0.800 -4.468 -2.745 0.16 -0.04 -0.14
H 2.948 0.539 0.498 -0.06 -0.18 0.27
H 2.156 3.425 0.222 -0.64 -0.79 0.32
H -1.388 1.754 -1.944 0.04 -0.29 -0.04
H -0.457 1.155 4.134 0.08 0.38 0.86
H 0.925 -0.772 1.341 3.65 2.28 -0.80
H 3.510 3.041 -0.688 0.21 -0.36 -0.42
H -2.090 -5.304 -0.207 0.59 0.63 0.79
H -4.314 -0.537 0.227 0.18 -0.12 -0.38
H 0.110 5.757 4.809 -0.37 0.15 0.07
H 2.081 3.630 -1.488 0.02 0.05 -0.11
H -2.248 -2.983 -1.112 -0.29 0.47 -0.83
H -3.122 -0.710 -1.948 0.08 -0.44 0.08
H -1.477 3.349 3.476 -0.21 -0.25 -0.97
H 1.528 -1.126 -3.834 -0.01 -0.04 -0.09
H 3.777 0.474 -1.041 -0.05 -0.38 -0.27
H -1.466 -3.113 0.182 -0.11 0.95 0.99
H -0.741 -1.074 1.428 -4.52 1.27 -0.48
H -0.701 -3.760 -3.331 -0.26 0.04 -0.08
H -2.565 0.606 -4.517 0.19 -0.59 0.08
H 0.342 -2.445 1.376 0.73 -3.94 -1.45
H -1.104 1.307 2.065 -0.33 -0.10 -0.49
H -1.425 1.873 -4.365 -0.28 0.57 0.02
H 0.161 2.314 -0.927 -0.99 -0.10 -0.44
H 2.352 2.204 3.197 -0.56 0.72 -0.48
H -3.211 1.986 -3.898 0.44 0.79 0.42
H 2.941 -1.665 0.952 -0.43 -0.86 0.25
H -3.892 0.788 -1.692 0.15 0.61 0.45
H -0.167 0.251 -3.391 0.80 0.22 0.19
H 1.416 4.640 4.980 0.30 -0.10 0.65
H 0.216 0.409 2.154 0.05 0.22 0.14
H -3.809 1.010 0.927 -0.44 -0.13 0.39
H 0.242 -1.545 2.850 0.09 0.22 3.75
H -1.260 -0.816 -3.326 -0.32 -0.66 0.24
H 1.607 -2.876 -4.245 0.19 0.16 -0.16
```
Forces are in eV/Å.

* net charge: +1
* ΔE to the lowest compared entry with this formula, charge and spin: 417.0 kJ/mol
* electronic energy: -36359.7872 eV
* max |F|: 0.0918 Eh/bohr
* Kohn-Sham gap: 9.04 eV